Formula: C6H11NO
Source: the OMol25 dataset
Level of theory: ωB97M-V/def2-TZVPD

Geometry as XYZ:
```
19
C6H11NO ωB97M-V/def2-TZVPD
O -3.24164 0.62225 1.22886
C -2.12117 0.15854 1.26608
C -1.71040 -0.87510 0.21830
C -0.23069 -1.04422 -0.12944
C 0.62672 0.16544 0.26532
C 0.78526 0.49363 1.53939
C 1.62675 0.45160 -1.95632
N 0.98714 1.02678 -0.77502
H -1.43565 0.36997 2.10572
H -2.04797 -1.80921 0.63138
H -2.31756 -0.61388 -0.59011
H -0.05940 -1.17779 -1.15327
H 0.27819 -1.87689 0.36726
H 1.25733 1.42085 1.81671
H 0.64728 -0.15130 2.39620
H 0.93348 -0.02523 -2.63507
H 2.06259 1.23095 -2.51857
H 2.46558 -0.18239 -1.65959
H 1.49414 1.81602 -0.41784
```

* relative energy (zero: lowest compared OMol25 entry of this formula, charge and spin): 51.00 kcal/mol
* Kohn-Sham gap: 9.16 eV
* LUMO level: 0.9 eV
* total charge: 0
* calculated total energy: -365.15020 a.u.

---

Formula: C6H11NO
Source: the OMol25 dataset
Level of theory: ωB97M-V/def2-TZVPD

Geometry as XYZ:
```
19
C6H11NO ωB97M-V/def2-TZVPD
C 0.42547 -0.72909 0.37603
C -0.96436 -1.06393 -0.04093
C -1.51876 0.33736 -0.30583
C -0.61178 1.33299 -0.86882
C 1.12414 0.23632 -0.55546
C 1.92715 -0.78923 0.01416
H 0.65067 0.83857 2.06672
H 0.53480 -0.93290 2.49917
H -1.64528 -1.64097 0.51097
H -0.78828 -1.45068 -1.02671
H -1.86391 0.96480 0.65776
H -2.36562 0.42507 -0.87344
H -1.00537 2.38862 -0.81963
H -0.29185 1.23249 -1.90470
H 1.00473 -0.10220 -1.59636
H 1.99887 -1.63168 -0.79487
H 2.51466 -0.77129 1.05047
N 0.19069 -0.17275 1.83664
O 0.68402 1.52850 -0.22517
```

* relative energy (zero: lowest compared OMol25 entry of this formula, charge and spin): 133.24 kcal/mol
* Kohn-Sham gap: 9.42 eV
* LUMO level: 1.0 eV
* total charge: 0
* calculated total energy: -365.01914 a.u.

---

Formula: C6H11NO2
Source: the OMol25 dataset
Level of theory: ωB97M-V/def2-TZVPD

Geometry as XYZ:
```
20
C6H11NO2 ωB97M-V/def2-TZVPD
C 1.71366 1.27776 -0.31336
C 0.60524 0.43885 -0.93283
O -0.61672 1.44269 -1.18829
O 0.85936 -0.28237 -1.91419
H -0.69424 1.42523 -2.15424
H 2.42838 0.62267 0.19012
H 2.22987 1.78239 -1.13063
H 1.34706 2.02113 0.39190
C -0.39859 0.27882 1.65730
C 0.21781 -1.89766 0.45195
C -0.32366 -0.47509 0.32314
N -2.62420 -0.59037 -0.80007
C -1.54728 -0.41212 -0.36214
H -3.08773 -0.30075 -1.64825
H -0.43847 -2.53494 1.04875
H -0.73946 1.30309 1.50893
H -1.07123 -0.21978 2.35944
H 0.59713 0.30273 2.10020
H 1.18841 -1.85024 0.94977
H 0.35468 -2.33205 -0.53748
```

* relative energy (zero: lowest compared OMol25 entry of this formula, charge and spin): 82.53 kcal/mol
* Kohn-Sham gap: 8.51 eV
* LUMO level: 0.3 eV
* total charge: 0
* calculated total energy: -440.35572 a.u.

---

Formula: C6H11NO2
Source: the OMol25 dataset
Level of theory: ωB97M-V/def2-TZVPD

Geometry as XYZ:
```
20
C6H11NO2 ωB97M-V/def2-TZVPD
C 3.07620 0.57899 0.11116
C 0.51317 0.81332 -0.19077
C -0.78008 -1.07069 -1.11148
C -1.86915 1.04043 -0.25838
C -0.70435 -0.61871 1.34225
C -0.67190 0.02959 -0.03847
N 2.02871 -0.15916 0.21183
O 0.71843 1.81719 -0.72669
O 1.91550 -1.39385 0.43144
H 4.07283 0.22642 0.32801
H 2.79742 1.56566 -0.23018
H -0.70682 -0.43481 -1.97076
H -1.66163 -1.62677 -0.93502
H -0.01696 -1.75703 -0.88562
H -2.64465 0.38005 -0.13106
H -1.93747 1.45535 -1.18554
H -2.02680 1.71982 0.48757
H -1.73266 -0.84922 1.58778
H -0.14350 -0.15053 2.08661
H -0.22628 -1.56605 1.07734
```

* relative energy (zero: lowest compared OMol25 entry of this formula, charge and spin): 110.53 kcal/mol
* Kohn-Sham gap (spin up / spin down): 9.31 / 9.31 eV
* LUMO level (spin up / spin down): 0.6 / 0.6 eV
* total charge: 0
* calculated total energy: -440.31110 a.u.

---

Formula: C6H11NO2
Source: the OMol25 dataset
Level of theory: ωB97M-V/def2-TZVPD

Geometry as XYZ:
```
20
C6H11NO2 ωB97M-V/def2-TZVPD
C -0.38904 -1.35262 -0.70361
C 0.38956 -0.82672 -1.65169
C 0.03655 -2.45462 0.21997
C -0.33133 0.59468 1.74267
N -0.38786 2.41466 -0.60023
C 0.69552 1.30014 1.38887
C 0.82871 2.01488 0.05276
O -1.69270 -0.93945 -0.59456
O -1.31192 0.06749 2.10877
H -2.05070 -1.22014 0.25759
H -0.93108 1.60339 -0.87524
H -0.96116 2.99538 0.00030
H 1.59418 1.23301 1.97790
H 1.44274 2.90525 0.20985
H -0.00476 -2.12422 1.25833
H 1.34798 -1.25970 -1.87163
H 1.32704 1.28760 -0.64751
H -0.02039 -0.15265 -2.38447
H 1.04954 -2.77436 -0.00535
H -0.63087 -3.31198 0.11729
```

* relative energy (zero: lowest compared OMol25 entry of this formula, charge and spin): 58.71 kcal/mol
* Kohn-Sham gap: 9.66 eV
* LUMO level: 0.8 eV
* total charge: 0
* calculated total energy: -440.39368 a.u.

---

Formula: C6H11NO2
Source: the OMol25 dataset
Level of theory: ωB97M-V/def2-TZVPD

Geometry as XYZ:
```
20
C6H11NO2 ωB97M-V/def2-TZVPD
C 0.20053 -0.37218 0.95626
C -0.01046 1.11316 -0.95735
C -1.67543 -1.46336 -2.12789
N 0.20291 -0.19725 -0.36739
C -1.35426 -1.39102 -0.65297
C 2.03357 0.48461 1.13715
C 2.14250 1.46659 2.00386
O -0.66831 0.31939 1.74296
O -1.94661 -2.01325 0.18427
H -1.15476 -0.30460 2.29513
H 0.41494 -1.38947 1.28589
H 2.83319 0.02203 0.57174
H 0.85030 1.75383 -0.77422
H -0.91422 1.60409 -0.59452
H -0.07086 0.99808 -2.04140
H -2.15578 -0.53398 -2.43651
H -0.74800 -1.57407 -2.68803
H -2.34991 -2.29834 -2.33031
H 1.26838 1.89445 2.48407
H 3.10228 1.88128 2.30928
```

* relative energy (zero: lowest compared OMol25 entry of this formula, charge and spin): 127.67 kcal/mol
* Kohn-Sham gap: 8.51 eV
* LUMO level: 0.7 eV
* total charge: 0
* calculated total energy: -440.28379 a.u.

---

Formula: C6H11NO2
Source: the OMol25 dataset
Level of theory: ωB97M-V/def2-TZVPD

Geometry as XYZ:
```
20
C6H11NO2 ωB97M-V/def2-TZVPD
C 1.10091 0.42459 1.99540
C 0.98365 -0.50865 0.81501
C 0.26034 0.02477 -0.40418
C -1.22975 0.27969 -0.15042
C -1.93549 0.92479 -1.30909
N -2.17286 0.31352 -2.46169
C 1.96863 -1.57953 0.63561
O 0.67058 -1.86580 1.14679
H 1.75101 -0.00464 2.76775
H 1.52328 1.38667 1.67221
H 0.11567 0.61893 2.44191
H 0.74954 0.95776 -0.72087
H 0.37330 -0.69649 -1.22598
H -1.72900 -0.67023 0.08458
H -1.35172 0.96577 0.70032
H 2.17032 -1.96635 -0.36794
H 2.78644 -1.68419 1.35463
O -1.60969 2.12793 -1.66159
H -2.51747 -0.63426 -2.35743
H -1.90767 1.58574 -2.95504
```

* relative energy (zero: lowest compared OMol25 entry of this formula, charge and spin): 90.58 kcal/mol
* Kohn-Sham gap: 10.43 eV
* LUMO level: 0.7 eV
* total charge: 0
* calculated total energy: -440.34289 a.u.

---

Formula: C6H11NO2
Source: the OMol25 dataset
Level of theory: ωB97M-V/def2-TZVPD

Geometry as XYZ:
```
20
C6H11NO2 ωB97M-V/def2-TZVPD
C 1.49476 -2.25864 -0.36801
C -0.67744 2.31433 0.63555
C -0.32902 0.02386 1.70612
C -0.79723 -1.18542 -1.03878
C -0.35304 0.30844 -0.78878
C -0.41931 0.84157 0.45554
N -0.30671 1.02335 -1.96545
O 0.85828 -1.22816 -1.09594
O -1.41466 -2.00353 -0.46154
H 0.34271 1.79962 -1.96327
H -0.22555 0.46019 -2.79430
H 2.12042 -1.88179 0.44522
H 0.75787 -2.95089 0.05103
H 2.12693 -2.81857 -1.06931
H -0.62986 -1.01299 1.56094
H -0.54140 2.89987 -0.27240
H -1.69476 2.48637 0.98815
H 0.00124 2.74122 1.39294
H 0.68623 0.00919 2.11449
H -0.99945 0.43198 2.46781
```

* relative energy (zero: lowest compared OMol25 entry of this formula, charge and spin): 97.03 kcal/mol
* Kohn-Sham gap (spin up / spin down): 7.23 / 7.23 eV
* LUMO level (spin up / spin down): -0.2 / -0.2 eV
* total charge: 0
* calculated total energy: -440.33261 a.u.

---

Formula: C6H11NO2
Source: the OMol25 dataset
Level of theory: ωB97M-V/def2-TZVPD

Geometry as XYZ:
```
20
C6H11NO2 ωB97M-V/def2-TZVPD
C -0.64137 0.37014 -0.39874
C -0.34037 -0.93424 1.59804
C 1.89636 2.24831 -0.00953
N 0.14464 -0.34022 0.36307
C 0.97164 1.61899 1.00150
C -1.15036 -1.73332 -1.13096
C -0.37605 -2.23587 -2.06826
O -1.82221 0.93745 -0.09966
O 0.92902 1.85239 2.16622
H -2.16881 0.58342 0.73094
H -0.24472 0.76064 -1.32733
H -2.13409 -2.10741 -0.85155
H 0.07338 -1.93765 1.67343
H 0.01756 -0.32890 2.43434
H -1.42896 -1.02158 1.68408
H 2.37840 1.45448 -0.58121
H 1.30588 2.84961 -0.70360
H 2.64477 2.87244 0.48598
H 0.61416 -1.83052 -2.26825
H -0.66887 -3.07816 -2.69853
```

* relative energy (zero: lowest compared OMol25 entry of this formula, charge and spin): 167.09 kcal/mol
* Kohn-Sham gap (spin up / spin down): 7.07 / 8.03 eV
* LUMO level (spin up / spin down): 0.4 / 0.6 eV
* total charge: 0
* calculated total energy: -440.22097 a.u.

---

Formula: C6H11NO2
Source: the OMol25 dataset
Level of theory: ωB97M-V/def2-TZVPD

Geometry as XYZ:
```
20
C6H11NO2 ωB97M-V/def2-TZVPD
C -0.72865 -1.06444 0.95454
C 1.48535 0.06313 0.04772
C -1.85555 1.57472 -1.39453
C 2.57307 -0.60924 0.88822
N -1.48517 0.31668 -0.77720
C 0.38956 -0.92328 -0.27998
C -1.51598 0.16343 0.62402
O 0.48239 -1.78576 -1.11921
O -1.74563 1.08597 1.37033
H -1.65179 -0.50239 -1.34613
H -0.32936 -1.00782 1.96404
H -1.27865 -1.97104 0.71175
H 1.92477 0.40086 -0.89604
H 1.06243 0.91072 0.59015
H -2.92059 1.58641 -1.63291
H -1.64278 2.37440 -0.68798
H -1.29097 1.72224 -2.31502
H 2.96412 -1.49054 0.38051
H 3.39326 0.08307 1.06811
H 2.17019 -0.92712 1.84963
```

* relative energy (zero: lowest compared OMol25 entry of this formula, charge and spin): 27.56 kcal/mol
* Kohn-Sham gap: 10.24 eV
* LUMO level: 0.8 eV
* total charge: 0
* calculated total energy: -440.44333 a.u.

---

Formula: C6H11NO2
Source: the OMol25 dataset
Level of theory: ωB97M-V/def2-TZVPD

Geometry as XYZ:
```
20
C6H11NO2 ωB97M-V/def2-TZVPD
C -0.64854 -0.52231 -2.02385
C 1.66985 -0.51047 -0.08872
C -0.60150 0.23847 0.97738
C -1.78769 1.18131 0.86217
C 0.45933 0.40524 -0.28679
C -1.31323 -1.37792 -1.23874
N 2.30279 -0.25855 1.19451
O 0.62172 1.54601 -0.70764
O -1.74414 -2.27242 -0.64393
H 3.12785 -0.83028 1.31616
H 2.56758 0.71710 1.25246
H -1.10245 0.44274 -2.19677
H -0.12498 -0.91813 -2.88476
H 1.33170 -1.55241 -0.11523
H 2.33818 -0.35113 -0.95261
H 0.04325 0.55644 1.79973
H -0.87174 -0.79132 1.22468
H -1.44161 2.19801 0.66336
H -2.35863 1.19814 1.79244
H -2.46775 0.90148 0.05616
```

* relative energy (zero: lowest compared OMol25 entry of this formula, charge and spin): 75.32 kcal/mol
* Kohn-Sham gap: 9.28 eV
* LUMO level: 0.4 eV
* total charge: 0
* calculated total energy: -440.36721 a.u.

---

Formula: C6H11NO2
Source: the OMol25 dataset
Level of theory: ωB97M-V/def2-TZVPD

Geometry as XYZ:
```
20
C6H11NO2 ωB97M-V/def2-TZVPD
C -1.57821 -1.94231 0.35108
C -1.98014 -0.75338 -0.09372
C 1.21773 0.12898 -1.27086
C 0.98658 -0.60892 1.18729
C 0.71228 0.38272 0.12631
N -0.02044 2.68370 -0.17302
C 0.25489 1.58503 0.56314
O 1.65901 -1.73461 0.82272
O 0.74672 -0.41606 2.35781
H 1.78174 -1.77738 -0.13286
H -0.59374 3.40629 0.22059
H 0.04927 2.64536 -1.17512
H -1.26812 -2.72312 -0.32500
H -1.58477 -2.18911 1.39782
H -2.08585 -0.53952 -1.14777
H -2.37195 -0.01143 0.58358
H 0.04404 1.66836 1.62145
H 0.76402 -0.77255 -1.68526
H 2.30254 0.01579 -1.29535
H 0.96439 0.95217 -1.93285
```

* relative energy (zero: lowest compared OMol25 entry of this formula, charge and spin): 39.68 kcal/mol
* Kohn-Sham gap: 8.85 eV
* LUMO level: 0.6 eV
* total charge: 0
* calculated total energy: -440.42400 a.u.